## i
The following is a DFT calculation (ωB97M-V/def2-TZVPD) of a gas-phase ion, C5H13NP (charge +1).

XYZ file:
```
20
Properties=species:S:1:pos:R:3
C 1.29 0.38 -1.79
C -1.54 0.50 1.11
C 0.28 -1.15 0.97
C -1.82 -1.50 -0.27
C 2.44 1.30 0.60
N -0.93 -0.67 0.56
P 1.82 -0.11 -0.11
H 0.32 0.94 -1.86
H 1.20 -0.55 -2.48
H -1.88 1.30 0.32
H -2.36 0.31 1.90
H -0.57 0.95 1.56
H 2.12 1.16 -1.95
H 0.62 -0.85 2.07
H 0.60 -2.24 0.81
H -2.10 -0.99 -1.14
H -1.46 -2.56 -0.45
H -2.70 -1.64 0.35
H 2.90 1.13 1.61
H 2.45 2.27 0.14
```

Computed properties:
**Net charge**: +1
**HOMO (spin up / spin down)**: -0.484 / -0.484 Eh
**LUMO level (spin up / spin down)**: -5.4 / -5.4 eV
**Kohn-Sham gap (spin up / spin down)**: 7.72 / 7.72 eV

Results of the Mulliken charge analysis, in e, for atoms 1 through 6: -0.93, -0.82, -0.59, -0.97, -0.53, 0.11



## ii
The following is a DFT calculation (ωB97M-V/def2-TZVPD) of 2 unconnected molecules or ions with the total composition C5H13NP.

XYZ file:
```
20
Properties=species:S:1:pos:R:3
C -1.64 -1.04 0.09
C -0.86 2.47 0.33
C 0.49 -0.91 -1.10
C 0.09 1.49 -0.41
C -0.52 -0.17 -0.46
N 2.53 -1.40 0.82
P -3.05 -0.32 0.77
H -1.60 -2.10 -0.36
H -0.93 2.04 1.30
H -0.48 3.56 0.17
H -1.88 2.27 -0.02
H 1.37 -0.94 -0.32
H 0.22 -1.91 -1.31
H 0.86 -0.32 -2.03
H 1.11 1.43 -0.08
H 0.28 1.69 -1.44
H 2.17 -0.53 1.19
H 3.53 -1.40 0.84
H 2.12 -2.30 1.00
H -3.80 -1.59 1.02
```

Computed properties:
**Net charge**: +1
**HOMO**: -0.501 Eh
**LUMO level**: -6.2 eV
**Kohn-Sham gap**: 7.48 eV

Results of the Mulliken charge analysis, in e, for atoms 1 through 6: -0.46, -1.22, -1.24, -0.43, 0.82, -0.74



## iii
The following is a DFT calculation (ωB97M-V/def2-TZVPD) of a gas-phase ion, C5H13NP (charge +1).

XYZ file:
```
20
Properties=species:S:1:pos:R:3
C -0.77 1.95 -0.01
N -0.82 0.48 0.06
C -1.97 -0.13 0.58
C -2.39 -1.26 -0.39
P 0.45 -0.40 -0.73
C 2.03 0.36 -0.21
C 2.94 -0.78 0.25
H -0.14 2.31 -0.84
H -1.58 2.43 0.50
H -1.85 -0.67 1.52
H -2.85 0.46 0.76
H -2.84 -0.77 -1.19
H -1.43 -1.86 -0.69
H -2.96 -1.98 0.13
H 0.11 -1.38 0.34
H 2.43 0.83 -1.02
H 1.98 1.14 0.53
H 3.24 -1.41 -0.57
H 3.88 -0.31 0.81
H 2.52 -1.25 1.08
```

Computed properties:
**Net charge**: +1
**HOMO (spin up / spin down)**: -0.502 / -0.502 Eh
**LUMO level (spin up / spin down)**: -5.8 / -5.8 eV
**Structure (SMILES)**: C=[N+](CC)PCC
**Kohn-Sham gap (spin up / spin down)**: 7.84 / 7.85 eV

Results of the Mulliken charge analysis, in e, for atoms 1 through 6: -0.27, 0.18, -0.37, -1.14, -0.08, -0.50



The structure with the greatest stability is iii.



## i
The following is a DFT calculation (ωB97M-V/def2-TZVPD) of 2 unconnected molecules or ions with the total composition C5H15NO.

XYZ file:
```
22
Properties=species:S:1:pos:R:3
C -1.03 -0.92 -2.12
C 0.06 -1.90 -1.38
N 0.59 -1.40 -0.19
C 1.27 -0.11 -0.01
C 1.64 0.19 1.47
C 0.45 1.11 -0.52
H -0.43 -0.07 -2.61
H -1.86 -0.42 -1.58
H -1.54 -1.57 -2.79
H -0.44 -2.78 -1.22
H 0.88 -2.23 -2.17
H 1.20 -2.18 0.14
H 2.15 -0.10 -0.64
H 2.20 -0.57 1.87
H 1.96 1.19 1.69
H 0.69 0.00 2.00
H 0.70 1.95 0.09
H 0.56 1.51 -1.63
H -0.64 0.85 -0.39
O -2.94 2.14 3.35
H -2.88 2.76 4.11
H -2.57 2.58 2.54
```

Computed properties:
**HOMO**: -0.310 Eh
**LUMO level**: 0.8 eV
**Structure (SMILES)**: CCNC(C)C.O
**Kohn-Sham gap**: 9.27 eV

Results of the Mulliken charge analysis, in e, for atoms 1 through 6: -1.02, -0.50, -0.36, 0.68, -1.54, -1.24



## ii
The following is a DFT calculation (ωB97M-V/def2-TZVPD) of 2 unconnected molecules or ions with the total composition C5H15NO.

XYZ file:
```
22
Properties=species:S:1:pos:R:3
C 0.24 2.70 1.12
C 0.46 1.58 0.08
C -0.90 1.09 -0.46
C -1.04 -0.41 -0.86
N -0.13 -1.36 -0.21
C -0.75 -2.52 0.46
H -0.10 2.26 2.03
H -0.55 3.38 0.78
H 1.10 3.32 1.31
H 1.08 1.90 -0.75
H 0.88 0.76 0.66
H -1.67 1.30 0.30
H -1.17 1.65 -1.35
H -2.07 -0.75 -0.80
H -0.77 -0.42 -1.92
H 0.36 -0.88 0.53
H 0.05 -3.12 0.87
H -1.33 -2.22 1.32
H -1.41 -3.03 -0.24
O 2.93 -1.98 -1.04
H 2.25 -2.04 -0.35
H 2.54 -1.21 -1.48
```

Computed properties:
**HOMO**: -0.330 Eh
**LUMO level**: 0.9 eV
**Structure (SMILES)**: CCCCNC.O
**Kohn-Sham gap**: 9.88 eV

Results of the Mulliken charge analysis, in e, for atoms 1 through 6: -1.43, -0.09, -0.69, -0.65, -0.14, -1.06



## iii
The following is a DFT calculation (ωB97M-V/def2-TZVPD) of 3 unconnected molecules or ions with the total composition C5H15NO.

XYZ file:
```
22
Properties=species:S:1:pos:R:3
C 1.96 -1.00 -1.01
C 2.19 -2.03 0.16
C 1.98 0.52 -0.64
N -2.37 0.75 -0.75
C -1.05 0.24 -0.36
C -0.75 1.20 0.75
H 2.13 1.07 -1.49
H 1.88 -1.51 -1.98
H 3.23 -2.04 0.49
H 1.84 -3.09 0.15
H 1.69 -1.57 1.04
H 0.97 -0.68 -0.64
H 2.87 0.85 0.05
H -2.70 0.28 -1.53
H -1.06 -0.84 -0.13
H -0.40 0.48 -1.19
H 0.25 1.49 0.94
H -1.37 2.13 0.60
H -1.13 0.79 1.71
H -3.93 1.10 2.17
H -3.03 0.71 0.08
O -3.19 1.15 1.56
```

Computed properties:
**HOMO**: -0.261 Eh
**LUMO level**: -3.7 eV
**Kohn-Sham gap**: 3.39 eV

Results of the Mulliken charge analysis, in e, for atoms 1 through 6: 0.34, -1.05, -0.80, -0.59, -0.12, -1.07



## iv
The following is a DFT calculation (ωB97M-V/def2-TZVPD) of 2 unconnected molecules or ions with the total composition C5H15NO.

XYZ file:
```
22
Properties=species:S:1:pos:R:3
C -0.06 1.24 1.61
C -0.28 -0.27 1.82
N 0.15 -1.01 0.61
C -0.75 -2.01 0.12
C 1.54 -1.52 0.73
C 2.13 -1.66 -0.64
H 1.01 1.39 1.47
H -0.59 1.42 0.68
H -0.41 1.62 2.58
H -1.33 -0.49 2.04
H 0.23 -0.76 2.65
H -0.73 -2.19 -0.96
H -1.79 -1.74 0.33
H -0.62 -3.06 0.45
H 1.53 -2.49 1.25
H 1.99 -0.80 1.42
H 1.70 -2.52 -1.16
H 3.18 -1.96 -0.62
H 2.02 -0.76 -1.23
O -2.33 4.34 -3.59
H -1.64 5.02 -3.59
H -2.68 4.60 -2.72
```

Computed properties:
**HOMO**: -0.302 Eh
**LUMO level**: 0.9 eV
**Structure (SMILES)**: CCN(C)CC.O
**Kohn-Sham gap**: 9.10 eV

Results of the Mulliken charge analysis, in e, for atoms 1 through 6: -0.99, -0.86, 0.15, -1.07, -0.58, -1.28



The structure with the greatest stability is ii.